No. 1
{"formula": "C26H30N6O4", "method": "ωB97M-V with the def2-TZVPD basis set", "energy_ha": -1638.313586, "symbols": ["C", "O", "C", "O", "C", "C", "C", "C", "C", "N", "C", "O", "C", "C", "N", "C", "C", "N", "C", "C", "O", "N", "C", "C", "C", "C", "C", "C", "C", "C", "N", "C", "N", "C", "C", "C", "H", "H", "H", "H", "H", "H", "H", "H", "H", "H", "H", "H", "H", "H", "H", "H", "H", "H", "H", "H", "H", "H", "H", "H", "H", "H", "H", "H", "H", "H"], "xyz": [[-5.0074, -1.6503, -3.4364], [-4.5751, -0.7686, -2.4116], [-3.3819, -1.0412, -1.8655], [-2.6973, -1.9758, -2.2085], [-3.0238, -0.0966, -0.7825], [-4.0046, 0.5747, -0.0570], [-3.6422, 1.3713, 1.0129], [-2.3133, 1.4829, 1.3863], [-1.3319, 0.8266, 0.6522], [0.0154, 0.8682, 1.0739], [0.8361, 1.9392, 1.0018], [1.9911, 1.8889, 1.3974], [0.3199, 3.1668, 0.3263], [1.1793, 3.8332, -0.5531], [0.8091, 4.9292, -1.1879], [-0.4168, 5.3776, -0.9585], [-1.2731, 4.7228, -0.0845], [-0.9038, 3.6265, 0.5580], [0.6766, -0.3864, 1.4732], [1.8232, -0.6291, 0.4725], [1.6246, -0.5519, -0.7231], [2.9881, -0.9807, 1.0412], [4.2324, -1.1517, 0.2995], [4.6359, 0.1391, -0.4171], [5.9664, -0.0545, -1.1357], [5.8676, -1.2040, -2.1343], [5.4495, -2.4904, -1.4284], [4.1185, -2.2961, -0.7087], [-0.2604, -1.5454, 1.4592], [-0.4171, -2.4948, 0.4660], [-1.4255, -3.2938, 0.8427], [-1.9921, -4.3754, 0.0911], [-1.9323, -2.9299, 2.0171], [-1.2450, -1.8731, 2.4174], [-1.5377, -1.1853, 3.7017], [-1.6830, 0.0535, -0.4447], [-4.2425, -1.7365, -4.2109], [-5.2033, -2.6429, -3.0246], [-5.9190, -1.2211, -3.8439], [-5.0417, 0.4529, -0.3268], [-4.4014, 1.8889, 1.5796], [-2.0305, 2.0755, 2.2416], [2.1784, 3.4656, -0.7375], [-0.7046, 6.2793, -1.4808], [-2.2735, 5.0780, 0.1213], [1.0757, -0.2260, 2.4834], [3.0768, -0.8394, 2.0340], [4.9990, -1.4076, 1.0402], [4.6991, 0.9533, 0.3076], [3.8574, 0.3899, -1.1381], [6.2422, 0.8662, -1.6531], [6.7485, -0.2740, -0.4041], [6.8283, -1.3487, -2.6332], [5.1259, -0.9552, -2.8956], [5.3592, -3.3013, -2.1538], [6.2178, -2.7736, -0.7041], [3.8282, -3.2128, -0.1900], [3.3396, -2.0490, -1.4297], [0.1067, -2.6379, -0.4565], [-2.8556, -4.7459, 0.6389], [-2.3006, -4.0145, -0.8919], [-1.2664, -5.1813, -0.0337], [-0.6261, -1.0528, 4.2829], [-1.9697, -0.2029, 3.5131], [-2.2462, -1.7777, 4.2731], [-0.9183, -0.4281, -1.0341]]}

---

No. 2
{"formula": "C26H30N7O10S2Sn", "method": "ωB97M-V with the def2-TZVPD basis set", "energy_ha": -3155.275518, "charge": -1, "symbols": ["Sn", "C", "N", "C", "C", "O", "C", "O", "C", "C", "O", "N", "C", "C", "H", "H", "H", "H", "H", "H", "H", "H", "H", "H", "H", "H", "H", "H", "H", "H", "O", "S", "O", "O", "C", "C", "C", "C", "C", "C", "S", "O", "O", "O", "H", "H", "H", "H", "C", "C", "O", "N", "C", "C", "C", "C", "C", "C", "N", "H", "H", "H", "H", "H", "H", "H", "H", "H", "H", "N", "C", "C", "C", "N", "C", "N"], "xyz": [[0.2921, -0.1013, -0.1223], [-2.6063, 1.5574, 4.7103], [-1.5171, 1.7598, 3.7714], [-0.2412, 2.1822, 4.3371], [-1.5558, 1.3483, 2.4772], [-0.5826, 1.3833, 1.7495], [-2.9146, 0.8666, 1.9500], [-2.7317, 0.0611, 0.8185], [-3.4421, 0.3740, -0.3605], [-2.5763, 1.1640, -1.3425], [-1.4798, 1.5742, -0.9815], [-3.0830, 1.4112, -2.5638], [-2.2543, 2.0825, -3.5509], [-4.3821, 0.9591, -3.0210], [-2.3845, 2.1240, 5.6122], [-2.7176, 0.5062, 4.9940], [-3.5557, 1.9189, 4.3158], [-0.3633, 3.1429, 4.8404], [0.4802, 2.2855, 3.5329], [0.1351, 1.4490, 5.0538], [-3.5277, 1.7479, 1.7269], [-3.4279, 0.2811, 2.7176], [-4.3525, 0.9426, -0.1405], [-3.7008, -0.5807, -0.8174], [-1.2452, 2.1754, -3.1637], [-2.6519, 3.0761, -3.7768], [-2.2335, 1.4889, -4.4659], [-4.7665, 0.1576, -2.4000], [-4.2821, 0.5620, -4.0302], [-5.1006, 1.7854, -3.0372], [-1.6412, -1.7952, -1.3883], [-1.3405, -1.9512, -2.8217], [-2.4918, -1.5648, -3.6413], [-0.2526, -0.4392, -2.9599], [0.6270, -0.4763, -3.9829], [0.1747, -0.9207, -5.2388], [1.0104, -0.9727, -6.3358], [2.3245, -0.5366, -6.2380], [2.7792, -0.0674, -5.0214], [1.9642, -0.0468, -3.8887], [2.8524, 0.5058, -2.4342], [3.6712, -0.6169, -2.0062], [3.5980, 1.6601, -2.8698], [1.8393, 0.8716, -1.4086], [-0.8611, -1.2197, -5.3244], [0.6322, -1.3579, -7.2756], [2.9791, -0.5483, -7.0998], [3.7903, 0.3026, -4.9141], [2.7599, -3.6383, -2.6443], [2.4349, -2.9112, -1.3674], [1.4026, -2.2718, -1.2348], [3.2577, -3.1686, -0.3034], [3.1170, -2.3281, 0.8870], [1.9750, -2.7938, 1.7687], [2.1792, -3.7350, 2.7711], [1.1016, -4.1601, 3.5293], [-0.1578, -3.6535, 3.2514], [-0.2712, -2.7106, 2.2430], [0.7684, -2.2814, 1.5368], [2.3971, -3.0499, -3.4845], [2.2354, -4.5950, -2.6308], [3.8292, -3.8101, -2.7596], [4.2053, -3.3891, -0.5627], [2.9449, -1.2956, 0.5878], [4.0480, -2.3787, 1.4488], [3.1731, -4.1193, 2.9611], [1.2426, -4.8796, 4.3259], [-1.0281, -3.9729, 3.8082], [-1.2319, -2.2832, 1.9692], [1.8142, 0.4699, 1.9197], [2.3855, 0.9387, 2.8112], [3.0227, 1.4298, 3.9525], [2.4759, 1.1044, 5.2134], [2.0084, 0.8267, 6.2347], [4.1777, 2.2395, 3.8651], [5.1260, 2.8976, 3.8189]]}

---

No. 3
{"formula": "C26H30NOsS", "method": "ωB97M-V with the def2-TZVPD basis set", "s_squared": 6.033, "energy_ha": -1551.802248, "charge": 1, "spin_multiplicity": 5, "symbols": ["C", "C", "C", "C", "H", "H", "H", "H", "H", "H", "H", "H", "H", "C", "C", "C", "H", "C", "C", "H", "H", "H", "H", "C", "C", "C", "H", "C", "C", "H", "H", "H", "H", "Os", "N", "S", "C", "C", "C", "C", "C", "C", "C", "C", "C", "C", "C", "C", "H", "H", "H", "H", "H", "H", "H", "H", "H", "H", "H"], "xyz": [[-0.0995, 0.2494, -3.7008], [0.4625, 1.6734, -3.7695], [0.6951, -0.6055, -4.7469], [-1.5104, 0.3907, -4.2833], [0.6145, -0.2404, -5.8009], [0.3964, -1.6662, -4.7393], [1.7819, -0.6494, -4.5699], [0.1560, 2.2872, -4.6576], [1.5528, 1.6601, -3.8572], [0.1526, 2.2071, -2.8601], [-1.5539, 0.8776, -5.2945], [-2.1054, 1.0038, -3.5905], [-2.0216, -0.5636, -4.4025], [2.1944, -0.2900, 0.1013], [2.0615, -1.1626, -1.0167], [2.0030, -0.3163, -2.2072], [2.2547, -2.2487, -1.0575], [2.2206, 1.0549, -1.7430], [2.2562, 1.0582, -0.3472], [2.4212, 1.9678, 0.2444], [2.3436, -0.6421, 1.1197], [2.2972, -0.7419, -3.1507], [2.3732, 1.9495, -2.3452], [-1.8285, -1.4428, -0.7145], [-0.6132, -2.1255, -0.3725], [-0.1144, -2.7472, -1.5481], [-0.1557, -2.1751, 0.5958], [-0.9361, -2.3294, -2.6377], [-2.0066, -1.5554, -2.1025], [-2.8069, -1.2158, -2.7037], [-2.5750, -0.9850, -0.0908], [0.7643, -3.3754, -1.6388], [-0.8346, -2.6354, -3.6603], [-0.0729, -0.5815, -1.8274], [-0.5468, 0.8401, 0.0970], [-1.2988, 0.5912, 1.5123], [-0.5254, -0.8076, 2.4701], [-1.3594, -1.8111, 2.9743], [-0.8222, -2.8229, 3.7867], [0.5252, -2.8098, 4.1143], [1.3503, -1.7901, 3.6537], [0.8245, -0.7784, 2.8574], [-0.9844, 1.8321, 2.8172], [-0.7559, 3.1660, 2.4730], [-0.5420, 4.0953, 3.4936], [-0.5903, 3.7074, 4.8290], [-0.8703, 2.3880, 5.1680], [-1.0843, 1.4477, 4.1647], [-0.1837, 1.7831, -0.0242], [-2.4317, -1.7570, 2.7556], [-1.4949, -3.5992, 4.1506], [0.9402, -3.5969, 4.7262], [2.3948, -1.7517, 3.9155], [1.4207, 0.0973, 2.5574], [-0.7528, 3.4611, 1.4191], [-0.3440, 5.1239, 3.2190], [-0.4025, 4.4320, 5.6110], [-0.9309, 2.0709, 6.2027], [-1.3024, 0.4040, 4.4310]]}

---

No. 4
{"formula": "C26H31BF32I2InO6", "method": "ωB97M-V with the def2-TZVPD basis set", "energy_ha": -5466.923625, "charge": -1, "symbols": ["C", "C", "In", "B", "O", "O", "C", "C", "I", "C", "C", "I", "H", "H", "H", "H", "H", "H", "H", "H", "H", "H", "H", "H", "H", "H", "H", "C", "C", "C", "F", "F", "F", "F", "O", "C", "C", "F", "F", "F", "F", "H", "H", "H", "H", "C", "C", "C", "F", "F", "F", "F", "O", "C", "C", "F", "F", "F", "F", "H", "H", "H", "H", "C", "C", "C", "F", "F", "F", "F", "O", "C", "C", "F", "F", "F", "F", "H", "H", "H", "H", "C", "C", "C", "F", "F", "F", "F", "O", "C", "C", "F", "F", "F", "F", "H", "H", "H", "H"], "xyz": [[5.3042, 4.1107, 0.7714], [5.0008, 4.2365, -0.7100], [2.8785, 4.8192, -1.1616], [2.1388, 6.5148, 0.1924], [2.3914, 6.6717, 1.5331], [1.3801, 7.5526, -0.3472], [0.1492, 7.1321, -0.8555], [1.5660, 2.9744, -1.1959], [2.6933, 1.3982, -2.2017], [1.1436, 2.4354, 0.1436], [0.3448, 1.1149, 0.0269], [-0.1904, 3.8321, 1.1327], [5.0779, 5.0084, 1.3088], [6.3613, 3.9518, 0.9114], [4.8145, 3.2559, 1.1935], [5.6172, 5.0233, -1.1036], [5.2572, 3.3456, -1.2489], [2.8856, 5.4635, -2.8438], [3.2750, 6.3755, 1.7436], [0.2498, 6.3444, -1.5868], [-0.5196, 6.7891, -0.0855], [-0.3229, 7.9593, -1.3418], [0.6863, 3.1289, -1.7670], [1.9684, 2.2204, 0.7761], [0.0574, 0.9269, -0.9808], [0.8890, 0.2998, 0.4435], [-0.5592, 1.1711, 0.5904], [-3.1233, 0.0931, -2.6184], [-4.3290, -0.2966, -3.4900], [-4.1951, -0.1323, -5.0045], [-4.0238, 1.1564, -5.3495], [-5.3404, -0.5717, -5.5922], [-5.4345, 0.3469, -3.0598], [-4.5339, -1.6333, -3.2855], [-3.1449, 1.3582, -1.9968], [-2.6786, 2.4530, -2.6785], [-3.7615, 3.5203, -2.8122], [-4.8181, 3.0343, -3.4993], [-3.2609, 4.5725, -3.4917], [-2.1644, 2.1062, -3.8732], [-1.6765, 2.9717, -1.9548], [-3.1401, -0.6116, -1.7890], [-2.1822, -0.0784, -3.1299], [-3.3584, -0.7260, -5.3840], [-4.0943, 3.8456, -1.8249], [0.5846, 5.6922, 5.4996], [1.5502, 4.4975, 5.4666], [0.9436, 3.1099, 5.2687], [0.1238, 2.7684, 6.2929], [1.9392, 2.1912, 5.2300], [2.3216, 4.5066, 6.5823], [2.3673, 4.6982, 4.4056], [0.2222, 6.1860, 6.7789], [-0.8298, 5.6611, 7.4603], [-0.3641, 5.0678, 8.7877], [0.5129, 4.0703, 8.5755], [-1.4355, 4.5614, 9.4444], [-1.5176, 4.7673, 6.7326], [-1.6733, 6.6779, 7.7561], [1.1352, 6.5113, 5.0435], [-0.2854, 5.5251, 4.8675], [0.3876, 3.0599, 4.3298], [0.1086, 5.8375, 9.4005], [-1.6157, -4.9266, -5.2590], [-1.1187, -6.3125, -4.8097], [-1.6707, -6.8744, -3.4974], [-1.3236, -6.1001, -2.4472], [-1.1408, -8.1063, -3.2961], [0.2293, -6.3210, -4.7738], [-1.5084, -7.1912, -5.7758], [-0.7718, -3.8304, -4.9808], [-0.8567, -3.1850, -3.7792], [0.4575, -3.3027, -3.0131], [0.7188, -4.6111, -2.7932], [0.3558, -2.6897, -1.8194], [-1.8930, -3.6350, -3.0489], [-1.0938, -1.8825, -4.0460], [-1.6416, -4.9751, -6.3451], [-2.6401, -4.7415, -4.9388], [-2.7594, -6.9639, -3.5390], [1.2858, -2.8635, -3.5720], [1.1047, -6.3221, 0.2156], [2.1436, -7.4533, 0.1546], [1.6351, -8.8578, -0.1707], [0.7854, -9.3028, 0.7786], [2.6926, -9.7057, -0.2139], [2.8556, -7.4801, 1.3015], [3.0046, -7.1315, -0.8505], [0.6505, -5.9381, 1.4976], [-0.3993, -6.5730, 2.0887], [0.0361, -7.2218, 3.4005], [0.9893, -8.1456, 3.1726], [-1.0303, -7.8392, 3.9595], [-0.9856, -7.4605, 1.2660], [-1.3214, -5.6368, 2.3956], [1.6201, -5.4398, -0.1561], [0.2793, -6.4948, -0.4738], [1.1348, -8.8725, -1.1433], [0.4232, -6.4663, 4.0862]]}

---

No. 5
{"formula": "C26H31BLiN5O4S", "method": "ωB97M-V with the def2-TZVPD basis set", "energy_ha": -2014.729129, "symbols": ["Li", "C", "C", "C", "C", "N", "C", "N", "N", "N", "H", "H", "H", "H", "H", "H", "H", "H", "H", "H", "O", "B", "O", "C", "C", "C", "C", "C", "C", "H", "H", "H", "H", "C", "N", "C", "C", "O", "H", "H", "H", "H", "H", "H", "H", "O", "S", "C", "C", "C", "C", "C", "C", "C", "C", "C", "C", "C", "C", "H", "H", "H", "H", "H", "H", "H", "H", "H", "H"], "xyz": [[0.8374, 0.8378, 0.5261], [-2.1484, -0.5281, 5.5420], [-1.4828, -1.8510, 5.1813], [-1.9150, -2.9697, 6.1225], [0.0393, -1.7317, 5.2184], [0.5366, -0.7228, 4.2966], [0.4923, -0.6894, 2.9643], [1.0014, 0.4556, 2.5691], [1.3505, 1.1227, 3.6892], [1.0729, 0.4294, 4.7281], [-3.2336, -0.6232, 5.4979], [-1.8550, 0.2739, 4.8638], [-1.8758, -0.2261, 6.5563], [-1.7701, -2.1241, 4.1601], [-1.6373, -2.7351, 7.1531], [-1.4526, -3.9215, 5.8555], [-2.9965, -3.1006, 6.0915], [0.5092, -2.6848, 4.9720], [0.3786, -1.4263, 6.2082], [0.1130, -1.4691, 2.3207], [-0.1624, -2.4423, 0.4110], [0.0195, -1.2094, -0.3343], [-0.1953, -1.5918, -1.7072], [-0.4724, -2.9262, -1.7547], [-0.7272, -3.7218, -2.8504], [-0.9653, -5.0767, -2.6138], [-0.9441, -5.5961, -1.3251], [-0.6841, -4.7807, -0.2222], [-0.4500, -3.4460, -0.4678], [-0.7425, -3.3090, -3.8508], [-1.1702, -5.7337, -3.4490], [-1.1327, -6.6508, -1.1730], [-0.6661, -5.1770, 0.7847], [3.5023, -1.2642, 0.0860], [3.2628, -0.7179, -1.2358], [3.2951, -1.6429, -2.3505], [2.7562, 0.5091, -1.3791], [2.5338, 1.2981, -0.4615], [4.4213, -1.8509, 0.0721], [2.6662, -1.9008, 0.3892], [3.5965, -0.4475, 0.7968], [4.2791, -2.1081, -2.4256], [3.0823, -1.1079, -3.2746], [2.5399, -2.4216, -2.2233], [2.5802, 0.7877, -2.4287], [-0.1588, 2.4907, 0.1072], [0.3846, 3.4992, -0.8608], [-1.0352, 4.4998, -1.3140], [-0.8358, 5.6701, -2.0301], [-1.9329, 6.4385, -2.3863], [-3.2096, 6.0383, -2.0121], [-3.3913, 4.8727, -1.2810], [-2.2991, 4.0944, -0.9242], [0.5721, 2.6665, -2.4397], [-0.1266, 1.4956, -2.6777], [0.0624, 0.8375, -3.8846], [0.9354, 1.3556, -4.8327], [1.6406, 2.5248, -4.5734], [1.4681, 3.1817, -3.3631], [0.1656, 5.9787, -2.3069], [-1.7916, 7.3528, -2.9472], [-4.0647, 6.6426, -2.2855], [-4.3867, 4.5687, -0.9845], [-2.4073, 3.1863, -0.3453], [-0.7674, 1.0802, -1.9103], [-0.4609, -0.0915, -4.0655], [1.0785, 0.8395, -5.7736], [2.3349, 2.9162, -5.3054], [2.0386, 4.0736, -3.1324]]}

---

No. 6
{"formula": "C26H31BeCl2FN4O4", "method": "ωB97M-V with the def2-TZVPD basis set", "energy_ha": -2564.347742, "symbols": ["Be", "C", "C", "N", "C", "C", "C", "O", "O", "C", "O", "C", "C", "C", "F", "C", "C", "C", "N", "C", "C", "N", "C", "C", "H", "H", "H", "H", "H", "H", "H", "H", "H", "H", "H", "H", "H", "H", "H", "H", "H", "H", "C", "C", "O", "C", "C", "H", "H", "H", "H", "H", "H", "H", "H", "H", "H", "Cl", "C", "C", "C", "C", "C", "Cl", "C", "N", "H", "H", "H"], "xyz": [[0.8127, 2.8034, 1.7785], [3.5662, -1.5459, -3.5419], [2.4308, -0.5353, -3.5013], [2.0766, -0.1504, -2.1399], [2.5412, 1.0320, -1.6469], [2.2604, 1.5177, -0.4168], [2.6685, 2.9410, -0.0779], [3.5535, 3.4581, -0.7470], [1.9966, 3.4755, 0.8625], [1.4857, 0.7312, 0.4822], [1.1527, 1.0916, 1.6247], [1.0079, -0.5492, -0.0288], [0.1344, -1.2857, 0.7728], [-0.4774, -2.3907, 0.2594], [-1.3808, -3.0664, 1.0023], [-0.2418, -2.8108, -1.0498], [0.6515, -2.1037, -1.8347], [1.2688, -0.9423, -1.3480], [-0.9608, -3.8901, -1.6540], [-2.1406, -3.5105, -2.4206], [-2.2535, -4.4902, -3.6045], [-1.4443, -5.7066, -3.2447], [-1.7608, -6.1606, -1.8516], [-1.2188, -5.0913, -0.8788], [3.8129, -1.8008, -4.5734], [3.3007, -2.4628, -3.0136], [4.4583, -1.1351, -3.0699], [1.5390, -0.9142, -4.0045], [2.7058, 0.3779, -4.0251], [3.1448, 1.6369, -2.3126], [-0.1024, -0.9173, 1.7622], [0.8359, -2.4562, -2.8398], [-2.0294, -2.4934, -2.7871], [-3.0509, -3.5406, -1.8083], [-1.8306, -4.0898, -4.5238], [-3.2733, -4.8219, -3.7900], [-0.4648, -5.4120, -3.2452], [-1.5730, -6.4507, -3.9265], [-1.3146, -7.1395, -1.6944], [-2.8441, -6.2547, -1.8023], [-0.2852, -5.4169, -0.4207], [-1.9542, -4.9505, -0.0822], [1.4535, 5.5315, 3.0583], [0.9964, 4.4171, 3.9637], [1.5051, 3.1369, 3.4969], [1.1124, 2.0800, 4.3905], [2.2277, 1.0636, 4.5048], [1.1438, 6.4800, 3.5029], [0.9936, 5.4504, 2.0764], [2.5371, 5.5344, 2.9402], [-0.0913, 4.3516, 3.9777], [1.3946, 4.5490, 4.9756], [0.1768, 1.6507, 4.0226], [0.9123, 2.5175, 5.3716], [2.4166, 0.5745, 3.5529], [1.9575, 0.3012, 5.2395], [3.1480, 1.5466, 4.8363], [-0.9825, 1.8746, -1.0098], [-2.2692, 2.5311, 0.0249], [-3.5387, 2.5132, -0.5040], [-4.6177, 3.0025, 0.2238], [-4.3486, 3.5094, 1.4977], [-3.0727, 3.5188, 1.9964], [-2.8428, 4.1624, 3.6162], [-1.8711, 3.0386, 1.3243], [-0.6969, 3.0653, 1.8517], [-3.6820, 2.1147, -1.5019], [-5.6193, 3.0007, -0.1823], [-5.1462, 3.9045, 2.1152]]}